No. 1
108
Properties=species:S:1:pos:R:3:forces:R:3:lowdin_charge:R:1 method="wB97M-V/def2-TZVPD" s_squared=6.163 total_energy_ha=-4228.90094 e_homo_ev="-6.26 / -6.57" gap_ev="6.722 / 7.058" spin_multiplicity=5 lumo_energy_ev="0.46 / 0.49"
Mn 0.162 -0.225 -0.067 -0.3 -0.3 0.3 0.04
C -0.822 2.695 -2.379 0.2 1.3 -0.1 -0.19
Si -0.295 2.085 -0.698 0.1 0.0 0.6 0.60
C 1.323 2.970 -0.297 -0.1 0.3 0.1 -0.28
C 1.392 4.239 0.250 -0.4 0.1 0.2 -0.08
C 2.597 4.812 0.588 0.5 0.7 -0.2 -0.09
C 3.785 4.205 0.284 -1.2 -2.7 -0.8 -0.06
C 3.753 2.887 -0.258 1.0 2.0 0.3 -0.07
C 2.537 2.310 -0.522 -0.2 -1.5 0.0 -0.36
P 2.379 0.492 -0.808 0.7 -0.4 0.3 1.08
C 3.743 -0.311 0.224 -0.3 0.2 0.6 -0.38
C 3.449 -1.814 0.258 -0.4 0.0 -0.7 -0.26
C 4.307 -2.590 1.253 -0.2 -0.5 0.0 -0.18
C 5.696 -1.953 1.347 0.5 0.2 0.7 -0.21
C 6.086 -1.307 0.030 0.0 0.2 -0.9 -0.21
C 5.234 -0.042 -0.151 -0.5 0.0 -0.1 -0.21
C 2.915 0.043 -2.513 0.1 0.2 0.0 -0.41
C 2.060 -1.117 -3.048 -1.3 0.2 -0.9 -0.19
C 0.874 -0.554 -3.903 0.7 -0.4 -0.8 -0.19
C 1.469 0.112 -5.167 -0.1 0.9 -0.9 -0.19
C 2.812 0.873 -4.888 -1.2 -0.2 0.7 -0.18
C 2.784 1.273 -3.410 0.0 0.8 -0.6 -0.22
C -1.709 2.692 0.432 -0.4 -0.9 -0.1 -0.25
C -1.975 4.013 0.736 -0.8 0.2 0.4 -0.10
C -3.103 4.366 1.464 0.2 0.9 0.3 -0.09
C -3.960 3.388 1.913 -0.7 0.6 0.8 -0.10
C -3.731 2.055 1.646 -0.1 -0.6 0.2 -0.10
C -2.627 1.684 0.872 0.6 1.1 0.3 -0.34
P -2.177 0.011 0.324 -0.2 -0.4 -0.5 1.00
C -3.050 0.063 -1.326 1.0 -0.8 0.0 -0.39
C -4.542 0.339 -1.306 0.2 1.0 -0.1 -0.20
C -5.385 -0.889 -1.230 0.4 -1.7 0.6 -0.19
C -5.038 -1.880 -2.358 -0.2 0.0 0.0 -0.18
C -3.559 -2.290 -2.373 -0.9 0.8 0.1 -0.21
C -2.668 -1.075 -2.323 0.2 0.6 -0.9 -0.21
C -3.096 -1.036 1.526 0.1 0.0 -0.9 -0.43
C -2.516 -0.834 2.916 -0.3 -0.3 -0.3 -0.22
C -3.501 -1.436 3.894 0.1 0.1 0.7 -0.20
C -3.794 -2.902 3.603 -0.9 -1.0 1.5 -0.21
C -4.219 -3.185 2.180 -0.2 0.7 -1.0 -0.20
C -3.234 -2.531 1.195 0.4 -0.7 0.3 -0.23
H -0.937 3.796 -2.272 -0.1 -0.4 0.0 0.05
H -1.787 2.306 -2.691 0.1 0.0 -0.3 0.02
H -0.052 2.613 -3.142 -0.1 -0.4 -0.2 0.01
H 0.502 4.792 0.501 -0.1 0.0 -0.1 0.07
H 2.647 5.793 1.021 -0.2 0.3 0.3 0.10
H 4.703 4.623 0.526 1.5 0.9 0.3 0.08
H 4.721 2.423 -0.460 -0.6 -0.1 0.0 0.09
H 3.562 0.076 1.250 0.0 -0.1 -0.5 0.11
H 3.597 -2.213 -0.752 0.2 0.0 0.0 0.11
H 2.379 -1.952 0.389 0.1 -0.3 0.3 -0.01
H 4.374 -3.650 0.921 0.0 0.6 0.1 0.12
H 3.816 -2.620 2.242 0.2 0.1 -0.3 0.09
H 6.454 -2.666 1.693 -0.2 0.0 -0.1 0.11
H 5.672 -1.143 2.112 0.1 -0.4 -0.3 0.12
H 5.928 -1.991 -0.834 -0.1 0.2 0.6 0.12
H 7.142 -1.020 -0.066 -0.1 -0.1 0.4 0.11
H 5.315 0.298 -1.190 0.1 0.2 0.2 0.09
H 5.605 0.751 0.513 0.1 -0.2 -0.3 0.10
H 3.981 -0.264 -2.440 -0.6 0.2 -0.2 0.11
H 1.663 -1.740 -2.257 0.0 -0.2 0.2 0.04
H 2.611 -1.750 -3.743 0.4 -0.1 0.1 0.12
H 0.313 0.196 -3.371 -0.2 0.3 0.5 0.07
H 0.127 -1.309 -4.211 0.6 0.1 0.3 0.12
H 0.714 0.784 -5.688 0.8 -0.4 1.0 0.12
H 1.706 -0.579 -5.966 -0.1 -0.8 0.0 0.09
H 2.905 1.698 -5.573 -0.1 0.6 -0.1 0.10
H 3.685 0.274 -5.085 0.3 -0.6 0.0 0.10
H 1.833 1.832 -3.245 0.5 -0.5 0.1 0.09
H 3.558 1.993 -3.158 0.2 0.1 0.0 0.11
H -1.345 4.830 0.467 0.5 0.2 -0.4 0.08
H -3.264 5.430 1.752 0.0 -0.9 -0.3 0.12
H -4.793 3.708 2.551 0.2 -0.4 -0.3 0.11
H -4.417 1.337 2.126 0.4 0.2 -0.5 0.11
H -2.557 0.941 -1.760 -0.2 -0.1 0.4 0.05
H -4.697 0.917 -2.223 -0.5 -0.3 -0.3 0.13
H -4.833 1.054 -0.533 0.2 -0.1 0.2 0.10
H -6.426 -0.666 -1.242 -1.0 0.5 -0.4 0.10
H -5.286 -1.374 -0.228 0.3 0.2 -0.6 0.10
H -5.311 -1.384 -3.309 0.2 -0.2 0.2 0.12
H -5.633 -2.794 -2.304 -0.2 0.1 0.1 0.11
H -3.372 -2.815 -3.288 0.2 -0.4 -0.6 0.11
H -3.327 -2.986 -1.589 0.1 -0.3 0.4 0.08
H -2.754 -0.598 -3.339 0.2 -0.3 0.7 0.13
H -1.637 -1.442 -2.216 -0.1 0.5 0.2 0.05
H -4.092 -0.606 1.508 -0.4 0.1 0.0 0.09
H -2.320 0.208 3.139 0.0 0.3 0.0 0.11
H -1.573 -1.343 2.911 0.7 -0.4 0.3 0.09
H -4.408 -0.840 3.800 -0.3 -0.1 0.1 0.11
H -3.169 -1.304 4.939 0.0 -0.1 -0.3 0.12
H -4.600 -3.276 4.307 0.7 0.5 -0.6 0.12
H -2.928 -3.531 3.883 -0.1 0.3 -0.4 0.12
H -5.201 -2.745 1.936 0.0 0.0 0.5 0.11
H -4.339 -4.253 1.982 0.2 0.0 0.1 0.11
H -3.504 -2.757 0.153 0.0 0.4 0.6 0.08
H -2.258 -3.005 1.337 0.0 0.2 -0.1 0.05
C 1.979 -0.825 5.154 -0.6 -1.0 -0.5 -0.08
N 1.481 0.016 4.090 0.0 -0.1 0.6 0.03
C 1.232 -0.433 2.845 -0.2 -0.4 -0.9 -0.60
N 1.229 -1.769 2.661 0.2 0.3 0.8 0.15
O 1.011 0.377 1.902 -0.2 -0.4 0.5 -0.10
H 2.135 -0.209 6.011 0.1 0.2 0.6 0.08
H 2.917 -1.274 4.852 0.4 -0.1 0.1 0.08
H 1.292 -1.674 5.416 0.3 0.9 -0.1 0.10
H 1.543 1.000 4.238 -0.1 0.4 -0.3 0.14
H 1.429 -2.370 3.469 -0.4 0.3 -1.0 0.10
H 0.798 -2.098 1.753 0.2 -0.3 0.3 -0.08
S -0.093 -2.432 -0.078 0.1 0.2 -0.2 0.11

No. 2
127
Properties=species:S:1:pos:R:3:forces:R:3:lowdin_charge:R:1 method="wB97M-V/def2-TZVPD" total_energy_ha=-4584.65905 e_homo_ev=-9.38 gap_ev=9.554 smiles="CC(=O)N(C(C)=O)[C@](Cl)(O[C@@](CC(C)C)(N=C=S)OC[C@H](C)C(C)C)[C@](C)(Cl)N(COC(F)(F)F)c1ccccc1.COC(=O)OC.COC(=O)OC.COC(=O)OC.COC(=O)OC" lumo_energy_ev=0.17
C -0.170 1.148 -4.118 0.5 -1.3 0.3 0.01
C -0.435 0.573 -2.664 -1.4 1.7 -1.4 -0.46
O -1.545 0.786 -2.243 1.1 -0.5 0.5 0.10
N 0.629 -0.091 -1.903 -0.6 -0.6 0.7 0.05
C 0.770 0.420 -0.538 0.3 1.5 2.3 -0.37
C 2.130 0.989 0.046 0.3 -1.5 -0.5 0.01
O -0.147 0.522 0.244 0.1 -0.5 -1.1 0.09
C 0.653 -1.575 -2.009 2.5 0.5 -1.8 -0.65
Cl -0.627 -2.079 -3.202 0.1 -0.3 0.9 0.88
O 0.750 -2.259 -0.804 -1.9 0.6 -0.9 -0.06
C -0.411 -2.847 -0.243 0.3 -0.6 3.4 -0.47
C -0.062 -2.906 1.324 1.1 1.6 -0.8 -0.07
C 1.395 -3.441 1.634 -0.2 -0.9 1.0 -0.36
C 1.259 -4.531 2.812 0.5 0.8 -0.9 -0.08
C 2.400 -2.306 2.114 -0.2 -0.6 -0.1 -0.08
N -1.624 -1.956 -0.260 -0.3 -2.1 -0.8 0.15
C -2.637 -2.501 -0.677 -0.9 0.8 -2.2 -0.69
S -3.888 -2.962 -1.588 1.5 0.5 1.7 0.76
O -0.604 -4.107 -0.852 0.2 0.8 0.5 -0.09
C -0.815 -5.215 0.018 -0.8 -2.1 0.1 -0.14
C -1.305 -6.495 -0.825 -0.5 0.4 0.0 -0.27
C -1.574 -6.174 -2.342 -0.1 -1.4 0.0 -0.07
C -2.576 -7.112 -0.094 0.3 0.0 0.5 -0.40
C -2.848 -8.621 -0.449 -0.9 0.2 0.5 -0.09
C -3.894 -6.273 -0.265 -0.2 -0.3 0.2 -0.10
C 2.047 -1.933 -2.794 -0.8 -1.8 0.5 -0.63
C 2.149 -3.498 -3.077 0.1 0.1 0.9 -0.09
Cl 3.365 -1.656 -1.535 -0.3 0.1 -0.8 0.80
N 2.146 -1.083 -3.997 1.5 -0.5 -0.3 -0.05
C 3.292 -0.171 -4.049 0.3 0.9 -1.8 -0.20
O 3.104 1.018 -3.216 1.4 -0.2 0.1 0.01
C 4.286 1.642 -2.960 0.3 0.9 0.5 -0.63
F 5.029 1.003 -1.989 -0.7 0.7 -1.3 0.10
F 4.047 2.916 -2.500 0.1 -1.8 -0.6 0.13
F 5.092 1.772 -4.066 -0.8 -0.3 1.1 0.13
C 2.222 -1.855 -5.246 -0.2 -1.8 -3.4 -0.22
C 1.039 -2.127 -6.080 1.6 -0.5 -0.6 -0.02
C 1.125 -2.895 -7.337 1.6 0.2 1.0 -0.07
C 2.391 -3.432 -7.830 -0.2 1.6 2.5 -0.07
C 3.592 -3.138 -7.030 -2.0 0.2 0.1 -0.07
C 3.498 -2.385 -5.793 -1.0 -0.2 -0.4 -0.03
H 0.914 1.250 -4.356 -1.0 0.2 0.3 0.06
H -0.570 0.357 -4.819 0.3 0.9 0.7 0.07
H -0.765 2.085 -4.255 0.6 -0.9 0.3 0.09
H 2.388 0.274 0.883 -0.3 0.7 -0.8 0.07
H 2.975 0.930 -0.676 -0.8 0.4 0.6 0.03
H 1.992 1.986 0.527 -0.1 -0.7 -0.7 0.09
H -0.879 -3.352 1.937 0.7 0.0 -0.7 0.12
H -0.043 -1.811 1.611 -0.3 -1.1 -0.4 0.12
H 1.863 -4.000 0.771 -0.7 0.8 0.6 0.13
H 0.249 -5.004 2.740 1.0 0.2 0.4 0.06
H 1.428 -3.993 3.782 -0.4 -0.8 -0.7 0.08
H 2.063 -5.297 2.647 -0.8 0.6 0.5 0.08
H 1.844 -1.432 2.560 0.6 -0.9 -0.4 0.09
H 3.053 -1.943 1.280 -0.6 -0.3 0.7 0.04
H 3.055 -2.782 2.898 -0.5 0.8 -0.8 0.08
H -1.641 -5.038 0.769 1.0 0.2 -0.7 0.12
H 0.113 -5.569 0.555 -0.8 0.9 -0.5 0.13
H -0.504 -7.287 -0.768 -0.7 0.8 -0.1 0.13
H -2.082 -7.090 -2.774 0.5 0.9 0.4 0.09
H -0.596 -6.097 -2.889 -1.0 0.4 0.4 0.08
H -2.268 -5.322 -2.528 0.9 -0.5 0.3 0.05
H -2.326 -7.083 1.012 -0.2 -0.1 -1.1 0.13
H -3.554 -9.011 0.345 0.7 0.3 -0.8 0.08
H -1.946 -9.282 -0.405 -0.6 0.7 -0.3 0.08
H -3.424 -8.717 -1.414 0.9 0.0 0.8 0.08
H -3.920 -5.339 0.365 0.2 -0.8 -0.8 0.06
H -4.767 -6.890 0.104 0.9 0.6 -0.5 0.08
H -4.074 -6.013 -1.345 0.1 -0.2 1.1 0.06
H 1.324 -3.889 -3.715 0.8 0.5 0.3 0.07
H 3.159 -3.758 -3.492 -1.1 0.4 0.2 0.09
H 2.079 -4.010 -2.079 0.0 0.5 -0.9 0.08
H 4.302 -0.642 -3.912 -1.0 0.4 0.6 0.12
H 3.313 0.236 -5.103 -0.1 -0.6 1.1 0.16
H 0.024 -1.762 -5.808 1.1 -0.3 0.0 0.07
H 0.177 -3.078 -7.907 1.1 0.2 0.6 0.10
H 2.454 -4.036 -8.760 -0.1 0.6 0.8 0.10
H 4.568 -3.548 -7.397 -1.0 0.6 0.6 0.10
H 4.458 -2.233 -5.234 -1.1 -0.1 -0.6 0.11
C 1.389 6.508 4.358 0.2 0.3 0.3 -0.03
O 0.843 5.871 3.203 0.1 -0.3 -0.1 -0.03
C 0.202 4.722 3.460 0.2 -0.1 -0.1 -0.66
O 0.065 4.218 4.544 0.0 0.1 -0.1 0.13
O -0.255 4.234 2.302 0.2 0.2 0.1 -0.01
C -0.964 2.997 2.421 -0.3 -0.4 -0.1 -0.03
H 1.881 7.422 4.029 -0.1 -0.1 -0.2 0.10
H 0.598 6.774 5.062 0.0 -0.2 0.0 0.10
H 2.131 5.868 4.837 -0.2 0.0 0.0 0.09
H -1.850 3.117 3.046 0.2 0.0 0.1 0.10
H -0.313 2.218 2.821 -0.1 0.1 0.1 0.10
H -1.283 2.700 1.424 0.2 0.2 0.0 0.09
C -4.047 0.332 0.361 0.4 -0.1 -0.2 -0.05
O -4.924 1.063 1.223 -0.3 0.1 0.0 0.01
C -6.153 1.245 0.729 0.2 0.0 0.1 -0.61
O -6.553 0.856 -0.338 0.0 0.1 0.2 0.12
O -6.863 1.937 1.631 0.1 -0.1 -0.1 0.00
C -8.206 2.207 1.234 -0.3 0.1 0.0 -0.05
H -3.084 0.247 0.862 -0.1 0.2 0.1 0.08
H -4.434 -0.670 0.179 -0.1 0.2 -0.1 0.06
H -3.900 0.864 -0.580 -0.1 -0.1 0.0 0.10
H -8.758 1.278 1.087 0.1 0.1 -0.1 0.10
H -8.226 2.813 0.328 0.0 -0.2 0.0 0.10
H -8.680 2.768 2.037 0.3 0.0 0.1 0.09
C -2.062 6.651 2.825 0.1 -0.2 -0.3 -0.03
O -2.462 7.920 3.348 -0.2 0.1 0.2 0.01
C -3.605 7.893 4.041 0.1 0.1 -0.1 -0.61
O -4.287 6.922 4.245 0.1 0.2 0.0 0.13
O -3.860 9.136 4.470 0.1 -0.1 -0.1 0.00
C -5.060 9.257 5.231 -0.3 0.1 0.2 -0.05
H -1.130 6.793 2.285 -0.1 0.3 0.1 0.09
H -1.891 5.941 3.634 -0.3 0.0 0.0 0.10
H -2.810 6.269 2.128 -0.1 -0.1 0.2 0.11
H -5.006 8.648 6.135 -0.1 -0.1 -0.1 0.10
H -5.927 8.978 4.631 0.1 -0.1 0.1 0.10
H -5.161 10.301 5.522 0.2 0.0 -0.1 0.09
C 6.326 4.426 5.718 0.1 0.1 0.4 -0.04
O 6.015 3.849 4.451 -0.1 0.1 -0.2 0.00
C 5.581 4.728 3.540 0.0 -0.2 -0.1 -0.61
O 5.441 5.912 3.709 0.0 -0.2 0.0 0.12
O 5.328 4.060 2.408 0.1 0.0 0.2 0.00
C 4.853 4.879 1.339 -0.2 0.1 -0.4 -0.03
H 6.665 3.623 6.371 -0.1 -0.1 -0.2 0.09
H 7.128 5.158 5.622 -0.2 0.1 0.0 0.10
H 5.440 4.882 6.162 0.1 0.1 -0.1 0.10
H 5.597 5.628 1.068 -0.1 0.0 0.1 0.10
H 3.908 5.354 1.608 0.1 0.1 0.0 0.09
H 4.683 4.232 0.480 0.1 -0.2 0.2 0.09